Entry 1:
DFT (wB97M-V/def2-TZVPD) results for C36H38GeN4RuS3 as an isolated structure.

Computed properties:
2S+1 = 2
E = -4980.027412 a.u.
Energy above the lowest of the compared OMol25 structures with the same formula, charge and spin = 0.0 kcal per mole
Charge = -1
LUMO level (alpha / beta) = 1.989 / 1.988 eV

```
83
C36H38GeN4RuS3 (wB97M-V/def2-TZVPD)
C -2.3507 2.6079 1.4875
C 2.2934 -2.3260 -0.9588
H 4.1022 -4.1697 1.2517
H -1.2898 -0.9474 -1.4908
H -1.0020 2.9270 -0.7308
C -3.5303 0.9529 0.2034
H 6.4361 2.4508 -3.0814
H -1.6929 1.5762 -1.6415
H 1.5999 -0.0422 1.3081
N 3.7597 1.6846 0.8367
H 6.6768 0.1946 -2.0846
H -4.2689 -2.5265 0.5417
C 0.3931 -0.5189 -2.7386
H -0.4509 -3.8445 4.0683
H -3.9831 5.5255 2.1472
C -1.8300 3.4006 3.6886
C -2.7101 -1.8445 2.5604
C 3.5403 -3.9339 0.3563
H 3.4762 0.7145 0.8095
N -2.2348 1.6449 0.3832
C -1.8949 2.3256 -0.8777
H -2.0631 -0.8511 -5.7345
C -1.4924 -2.5258 2.7535
H 3.6633 -5.9231 -0.4409
H -1.3030 3.2595 4.6244
C 3.2872 -4.9179 -0.5883
H -3.3443 -1.6185 -0.6889
H -3.7194 3.8377 0.3862
C -3.2884 -2.0979 0.2866
C -1.3842 -3.3209 3.8993
C -3.3353 4.6723 2.3053
C 4.2873 2.4102 -2.9946
H -2.5364 -2.8833 0.2378
H -4.6663 -1.3984 3.3136
H 4.1716 3.3868 -3.4511
C 1.0931 0.3369 0.4125
C -3.5947 -2.7063 4.6288
H 1.4420 -3.1050 -2.7701
H -4.3540 1.6793 0.1249
C -0.9523 -0.8181 -2.5309
C 0.8370 -0.3582 -4.0518
H -2.7001 2.9830 -1.2330
S 1.1828 2.0929 0.4219
C 5.6913 0.6231 -2.2279
C 3.0430 -2.6518 0.1703
C -1.3777 -0.7603 -4.8998
C -1.8313 -0.9338 -3.5985
C -1.6626 2.3975 2.7041
C 3.2749 0.4203 -2.0294
C 4.5607 -0.0967 -1.8569
H 2.4406 4.5026 0.1191
H -4.3947 -2.7534 5.3572
H 4.6821 -1.0810 -1.4131
C 2.0413 -3.3276 -1.8937
H 3.2093 -1.9088 0.9431
C -3.8039 0.0111 1.3595
H 4.7308 1.8886 0.6659
C 2.5315 -4.6141 -1.7124
C 3.1653 1.6809 -2.6221
C -0.0389 -0.4748 -5.1255
H -2.8749 -1.1652 -3.4149
H 0.3264 -0.3446 -6.1377
C -3.7410 -1.9364 3.4812
H -3.6471 0.5423 2.3008
H -3.4808 0.4038 -0.7378
H 4.0962 4.1444 0.3350
H 1.8814 -0.1424 -4.2481
C -2.4122 -3.4072 4.8243
H -2.7307 5.2354 4.2994
N 3.1378 3.8807 0.4925
Ru -0.9333 -0.2260 0.8112
H 2.3156 -5.3826 -2.4451
N -2.8724 -1.1197 1.3108
C 5.5584 1.8867 -2.7892
S -0.1800 -2.3430 1.6107
C -3.1798 3.7147 1.3188
Ge 1.6710 -0.4944 -1.2431
S -0.6899 0.9941 3.0366
C -2.6350 4.5040 3.5043
C 2.8103 2.5702 0.5562
H -4.8522 -0.3208 1.3139
H -2.2804 -4.0106 5.7155
H 2.1811 2.1089 -2.7844
```

Entry 2:
DFT (wB97M-V/def2-TZVPD) results for C36H38N4O5S2Ti as an isolated structure.

Computed properties:
E = -3635.927310 a.u.
Energy above the lowest of the compared OMol25 structures with the same formula, charge and spin = 0.0 kcal per mole
Charge = 0
LUMO level = -0.102 eV

```
86
C36H38N4O5S2Ti (wB97M-V/def2-TZVPD)
H 0.9736 1.3045 -1.6150
C -0.5822 -2.3794 -3.0566
C 1.7323 1.2903 -0.8337
H -0.2149 6.3137 1.3912
H 5.5088 -1.4709 -2.3840
H -6.3577 -5.2823 1.1959
C -7.0224 -3.3095 0.6784
C 6.5118 -0.2649 -0.9159
H -2.7089 -2.7756 2.6899
C -0.4132 4.2254 0.3047
H 3.0641 0.9840 1.6374
N -2.5221 -1.4650 -1.8048
H -2.5542 -3.5397 -1.7613
H 2.0464 3.9597 -0.2416
C -6.7062 -1.9564 0.6779
H 1.8960 3.3655 -2.5598
C 0.1433 0.9601 3.9353
H -3.2757 -1.1166 2.7652
N 0.1746 3.4666 3.8175
C -2.4825 -0.4018 0.3626
H -5.2423 -0.4698 1.1665
H 2.7790 1.9933 -3.2428
H 3.5032 -0.0586 -2.4462
C -1.8785 -1.6043 -3.1154
H 7.3949 -0.8893 -0.8827
H 0.4804 -0.8159 -2.0560
S -2.6753 0.9857 1.4055
C 2.9431 3.3630 -0.0886
H -2.0742 -3.6736 0.6966
O 0.3321 -0.1667 0.3092
H -2.5775 -2.1128 -3.7841
N -0.1054 2.4293 1.9252
O -0.4508 5.4232 0.0347
C 5.4534 -0.5901 -1.7563
H -0.3941 0.2121 3.3530
C 1.7082 -2.5500 -2.3160
C 0.6760 -4.4071 -3.4347
H -1.3610 -4.1172 -4.0410
C 4.3252 0.2106 -1.7930
C 0.0751 2.2613 3.2250
C -0.1404 3.7763 1.6960
H -1.7134 -0.6065 -3.5130
C -5.4845 -1.5259 1.1699
C -2.4360 -0.3165 -1.0433
C -2.7900 -2.7057 -1.1024
O -0.0643 6.7521 2.2830
C -0.4987 -3.6748 -3.5534
H -0.8816 -2.6632 -0.1359
C -6.1146 -4.2276 1.1826
H 1.9849 -0.3529 2.1076
H 2.5660 -2.1075 -1.8236
H 5.2431 2.5428 0.4693
H -7.4170 -1.2360 0.2942
C -3.1888 -1.9834 2.1110
C 0.0905 5.8776 3.2523
Ti -0.8132 1.3075 0.1383
N -2.2811 -1.6384 1.0154
H -3.8484 -2.7649 -0.8419
H 0.3186 3.6655 4.7966
H -0.3077 1.0353 4.9241
C 0.5378 -1.8212 -2.4480
C 6.4240 0.8674 -0.1250
C -1.9339 -2.7419 0.1491
H 1.1777 0.6355 4.0535
S -2.1153 1.2099 -1.7986
C 4.2198 1.3517 -0.9963
H 3.2573 -0.5938 0.9010
C -4.5577 -2.4435 1.6635
C 2.8129 2.7773 -2.4854
O -0.5859 3.2470 -0.5051
C 1.5383 0.4484 0.1962
C 5.2873 1.6685 -0.1659
H 2.6927 -4.4191 -2.7041
H 3.7991 4.0161 -0.2684
H -7.9771 -3.6440 0.2939
O 0.2754 6.1723 4.4092
H 7.2412 1.1354 0.5325
H 3.6628 3.4248 -2.7044
H 2.9678 3.0452 0.9551
H 0.7269 -5.4146 -3.8267
C 0.0358 4.4471 2.8665
H -4.1793 -4.5125 2.0649
C 2.9406 2.1865 -1.0715
C -4.8895 -3.7928 1.6721
C 1.7792 -3.8478 -2.8081
C 2.5163 0.1135 1.2812
```